Here is C26H29FIN4O6PPtTe as an isolated structure from OMol25. Energies are from the ωB97M-V functional and the def2-TZVPD basis.

Atoms and positions in Å:
Pt: -2.17483 -1.05439 -0.71158
C: 3.93337 -1.47344 3.98541
C: 3.48017 -0.14782 3.38695
C: 4.63065 0.76420 2.98663
C: 5.44056 0.14821 1.85509
C: 4.54021 -0.25493 0.71666
C: 5.01951 -0.35252 -0.57132
C: 4.17151 -0.71027 -1.61450
F: 4.69418 -0.77625 -2.85442
C: 2.84700 -0.97313 -1.41890
C: 2.33895 -0.87970 -0.11875
C: 0.89657 -1.11077 0.08050
O: 0.20141 -1.40724 -0.90055
C: 0.41267 -0.92688 1.42723
C: 1.30359 -0.57887 2.39718
N: 2.62031 -0.38097 2.21342
C: 3.17339 -0.51921 0.94130
C: -1.00775 -1.12025 1.89657
O: -1.33053 -0.71542 2.99256
O: -1.81436 -1.82343 1.12510
H: 4.59504 -1.30102 4.83552
H: 4.46602 -2.07720 3.24938
H: 3.07604 -2.05114 4.33179
H: 2.85212 0.37598 4.10874
H: 5.25787 0.94728 3.85968
H: 4.22297 1.72631 2.66712
H: 5.98840 -0.72543 2.21927
H: 6.19034 0.85285 1.49405
H: 6.05911 -0.13988 -0.78864
H: 2.17823 -1.22626 -2.23021
H: 0.93924 -0.43541 3.40738
C: -2.60887 4.46396 -0.56400
C: -2.50116 3.79163 -1.91393
O: -1.20447 3.19047 -2.09096
P: -0.99703 1.66220 -1.63933
O: -1.39380 1.45635 -0.21492
Te: -2.22209 0.12126 -3.02575
O: 0.55662 1.51119 -1.91963
C: 1.47429 2.38437 -1.21326
C: 2.11554 3.33859 -2.19051
H: -3.58232 4.94939 -0.46570
H: -1.83699 5.22641 -0.45275
H: -2.49317 3.73420 0.23689
H: -2.60548 4.50559 -2.73012
H: -3.27030 3.02480 -2.04921
H: 2.21257 1.72935 -0.75193
H: 0.94149 2.90677 -0.41647
H: 2.62547 2.78809 -2.98153
H: 2.84999 3.95921 -1.67265
H: 1.36617 3.98639 -2.64363
I: -5.07599 -3.18449 0.44675
C: -5.33774 -1.15938 0.01460
C: -6.63483 -0.70961 -0.20538
C: -6.83292 0.63895 -0.43765
C: -5.74056 1.49248 -0.42307
C: -4.48829 0.95246 -0.21293
N: -4.28241 -0.35900 -0.01562
H: -7.45725 -1.40891 -0.18986
H: -7.83079 1.01626 -0.62075
H: -5.84656 2.55700 -0.57882
H: -3.59213 1.55780 -0.18087
N: -1.55947 -4.08353 -0.49433
C: -1.33406 -5.33263 -0.93145
C: -1.72317 -5.37085 -2.25292
C: -2.18409 -4.07014 -2.51964
N: -2.08381 -3.30788 -1.44450
H: -1.44456 -3.65649 0.41965
H: -0.91659 -6.08672 -0.28601
H: -1.67969 -6.21014 -2.92415
H: -2.58347 -3.65834 -3.43228

Energy relative to the best compared isomer or geometry (same formula, charge and spin) in eV: 0.000
Energy in eV: -76327.8462
E_LUMO in eV: 0.0

***

Here is C26H29FN4S2Ti as an isolated structure from OMol25. Energies are from the ωB97M-V functional and the def2-TZVPD basis.

Atoms and positions in Å:
Ti: 1.38745 -0.15023 0.39974
C: 0.78336 2.35992 5.19051
S: 0.00959 2.95262 3.66833
C: 0.91144 1.99427 2.48536
S: 1.16691 0.26108 2.75515
N: 1.33248 2.62175 1.44715
N: 1.91254 1.73954 0.55309
C: 3.15864 2.03034 0.13353
C: 3.80068 1.04306 -0.59832
C: 5.09769 1.18653 -1.16719
C: 5.61288 0.19216 -1.93246
C: 4.85253 -0.99025 -2.15311
C: 3.63918 -1.11024 -1.55669
N: 3.09761 -0.14018 -0.76628
H: 0.27229 2.86392 6.00871
H: 1.83899 2.62064 5.21159
H: 0.65829 1.28537 5.30008
H: 3.63253 2.95832 0.42198
H: 5.64527 2.10169 -0.98781
H: 6.59338 0.29639 -2.37686
H: 5.23132 -1.79331 -2.76740
H: 3.04088 -2.00626 -1.67369
C: -3.74538 -1.39440 1.59929
C: -2.48509 -0.53951 1.77267
C: -2.51606 0.12381 3.14947
C: -2.36447 0.45961 0.63350
C: -3.25642 1.52302 0.58781
C: -3.23516 2.43750 -0.44976
C: -2.34052 2.26497 -1.48723
C: -1.43368 1.20702 -1.50597
C: -0.57092 1.10931 -2.76336
C: 0.69514 1.96376 -2.68365
C: -0.23855 -0.29260 -3.27536
C: -1.42035 0.32633 -0.40877
N: -0.39109 -0.65895 -0.30396
C: -0.71311 -1.99243 -0.44597
C: -1.87118 -2.51601 -1.03000
C: -2.05833 -3.88611 -1.12564
C: -1.10760 -4.78331 -0.65792
C: 0.06349 -4.29778 -0.08409
C: 0.20522 -2.94014 -0.00683
F: 1.37128 -2.40114 0.55313
H: -3.75550 -2.20756 2.32739
H: -3.81863 -1.82924 0.60405
H: -4.63757 -0.78597 1.76509
H: -1.61071 -1.19256 1.75056
H: -3.34782 0.82410 3.23965
H: -1.59553 0.66233 3.35855
H: -2.64905 -0.63829 3.92016
H: -3.98059 1.64061 1.38345
H: -3.92772 3.26930 -0.45804
H: -2.34741 2.95614 -2.32252
H: -1.19863 1.56359 -3.53688
H: 1.45101 1.49257 -2.05474
H: 0.48733 2.95142 -2.26977
H: 1.12513 2.08813 -3.67983
H: 0.57435 -0.75509 -2.71533
H: 0.07957 -0.22503 -4.31733
H: -1.09933 -0.96030 -3.23214
H: -2.61739 -1.82762 -1.40561
H: -2.96742 -4.25987 -1.57800
H: -1.26666 -5.84880 -0.73737
H: 0.83940 -4.94799 0.29592

Energy relative to the best compared isomer or geometry (same formula, charge and spin) in eV: 0.000
Energy in eV: -80897.3251
E_LUMO (spin up / spin down) in eV: -0.5 / -0.4

***

Here is C26H29MnN3O6S as an isolated structure at a distorted geometry from OMol25. Energies are from the ωB97M-V functional and the def2-TZVPD basis.

Atoms and positions in Å:
Mn: -0.00339 1.16761 -0.74642
C: 0.79844 2.81688 -4.06058
O: 1.18492 2.65266 -2.70700
C: 1.77487 3.82535 -2.17039
C: 2.22049 3.48804 -0.74948
O: 1.07006 3.03311 -0.05305
C: 0.57305 3.78855 1.03721
C: -0.94770 3.74441 0.93078
O: -1.34793 2.38261 0.83547
C: -2.75876 2.24674 0.88582
H: 1.62331 3.23246 -4.64588
H: 0.55308 1.83249 -4.45684
H: -0.06702 3.48528 -4.15373
H: 2.62732 4.13649 -2.78608
H: 1.02770 4.63364 -2.15631
H: 2.93864 2.65743 -0.77238
H: 2.67934 4.35136 -0.25897
H: 0.91954 3.32229 1.96827
H: 0.90974 4.83024 1.00261
H: -1.40867 4.20050 1.81510
H: -1.27303 4.28153 0.02552
H: -3.13773 2.72444 1.79501
H: -3.23204 2.70972 0.01179
H: -2.98014 1.18090 0.91250
O: -1.41317 1.55804 -1.87371
N: -1.79738 0.80180 -2.89083
C: -3.01959 0.99928 -3.42074
C: -3.43669 0.30946 -4.52603
C: -2.57012 -0.62568 -5.10586
C: -1.34495 -0.85150 -4.52609
C: -0.95107 -0.14667 -3.37958
S: 0.53884 -0.42469 -2.58974
H: -3.62965 1.73481 -2.92348
H: -4.41791 0.49974 -4.93064
H: -2.87369 -1.16061 -5.99175
H: -0.64977 -1.57632 -4.91918
O: 2.64316 1.42838 1.94191
C: 1.87042 0.51769 1.77877
N: 1.58977 -0.49017 2.65197
C: 0.75693 -1.51415 2.04522
C: 0.24883 -0.70405 0.87030
O: -0.73978 -0.87497 0.13858
N: 1.03151 0.35876 0.66547
C: 1.63165 -2.67033 1.54011
C: 1.50045 -3.17100 0.25435
C: 2.30113 -4.22016 -0.16529
C: 3.23482 -4.77229 0.69342
C: 3.36149 -4.27811 1.97935
C: 2.56434 -3.23107 2.40316
C: -0.34156 -2.14247 2.87644
C: -0.32990 -2.17037 4.26306
C: -1.26832 -2.92348 4.95049
C: -2.23036 -3.64448 4.26272
C: -2.27418 -3.58021 2.87943
C: -1.33208 -2.84141 2.19197
H: 2.20531 -0.67076 3.42777
H: 0.77573 -2.74634 -0.42504
H: 2.19160 -4.59771 -1.16985
H: 3.85897 -5.58736 0.36272
H: 4.08089 -4.70439 2.65958
H: 2.66916 -2.86460 3.41212
H: 0.40571 -1.61203 4.81899
H: -1.24484 -2.95917 6.02954
H: -2.94325 -4.25928 4.79248
H: -3.03292 -4.11787 2.32926
H: -1.36361 -2.79902 1.11566

Energy relative to the best compared isomer or geometry (same formula, charge and spin) in eV: 0.474
<S²>: 6.135
Spin multiplicity: 5
Energy in eV: -86337.7214
Total charge: +1
E_LUMO (spin up / spin down) in eV: -5.1 / -3.1

***

Here is C26H29N5RuS2 as an isolated structure from OMol25. Energies are from the ωB97M-V functional and the def2-TZVPD basis.

Atoms and positions in Å:
Ru: -0.37588 -0.60586 -0.42888
C: -1.88837 -2.36984 1.46332
N: -0.83178 -1.34661 1.63524
C: -1.36497 -0.23546 2.46221
C: 0.36694 -1.87272 2.27431
C: 0.29420 -2.71948 3.35998
C: 1.44994 -3.11454 4.02667
C: 2.68288 -2.62493 3.62403
C: 2.77178 -1.77873 2.53598
C: 1.62067 -1.41915 1.81283
N: 1.60614 -0.61155 0.72167
C: 2.71416 -0.21459 0.02014
C: 3.76221 -1.09555 -0.31547
C: 4.68648 -0.73738 -1.26849
C: 4.60021 0.51298 -1.88885
C: 3.60095 1.40721 -1.55017
C: 2.65263 1.07380 -0.58277
N: 1.59460 1.91264 -0.21805
C: 1.47973 2.29022 1.18857
C: 1.28383 3.03251 -1.08812
H: -2.29975 -2.68080 2.42721
H: -1.48091 -3.23497 0.94475
H: -2.68755 -1.92841 0.86874
H: -1.64189 -0.60394 3.45461
H: -2.23048 0.18796 1.95741
H: -0.60023 0.53242 2.56470
H: -0.66614 -3.07401 3.70939
H: 1.37901 -3.78223 4.87447
H: 3.57701 -2.90215 4.16610
H: 3.72703 -1.37373 2.23340
H: 3.75842 -2.09725 0.09177
H: 5.44717 -1.44386 -1.57150
H: 5.31352 0.78336 -2.65577
H: 3.55548 2.36765 -2.04368
H: 2.10573 3.16516 1.40485
H: 1.78821 1.47659 1.83756
H: 0.44159 2.54305 1.41017
H: 1.98758 3.86481 -0.95214
H: 0.27953 3.38091 -0.84640
H: 1.29181 2.71619 -2.12813
S: 0.43710 -2.75195 -1.15973
C: 1.37322 -2.23973 -2.52949
C: 2.34693 -3.16104 -3.03655
N: 3.12297 -3.91625 -3.42366
C: 1.22257 -1.01382 -3.09621
S: 0.04252 0.13080 -2.48700
C: 2.00822 -0.59998 -4.21607
N: 2.62009 -0.23570 -5.11956
C: -4.15425 3.14346 -1.23778
C: -4.41584 1.66303 -0.92719
C: -5.28174 1.54567 0.33262
C: -5.14125 1.01214 -2.11379
C: -3.12896 0.97911 -0.72195
C: -2.05671 0.42487 -0.56276
H: -5.10049 3.66206 -1.40702
H: -3.53717 3.24371 -2.13096
H: -3.63836 3.62661 -0.40690
H: -6.23793 2.05008 0.17751
H: -4.78395 2.00337 1.18888
H: -5.47863 0.49910 0.56954
H: -6.09650 1.51286 -2.28680
H: -5.33378 -0.04307 -1.91696
H: -4.53952 1.08498 -3.01977

Energy relative to the best compared isomer or geometry (same formula, charge and spin) in eV: 0.000
<S²>: 6.065
Spin multiplicity: 5
Energy in eV: -59132.3703
E_LUMO (spin up / spin down) in eV: 0.2 / -2.5